Record 1
{"formula": "C14H18N2O3", "method": "wB97M-V/def2-TZVPD", "symbols": ["O", "C", "O", "C", "C", "C", "C", "C", "C", "C", "C", "N", "C", "O", "C", "C", "C", "C", "N", "H", "H", "H", "H", "H", "H", "H", "H", "H", "H", "H", "H", "H", "H", "H", "H", "H", "H"], "coordinates": [[-1.32, 3.19, -0.80], [-1.13, 3.00, 0.38], [-0.82, 4.17, 1.11], [-1.01, 1.69, 1.15], [0.13, 1.40, 2.20], [1.55, 1.04, 1.57], [1.79, -0.14, 0.94], [2.97, -0.38, 0.13], [3.53, 0.78, -0.31], [3.25, 2.12, 0.25], [2.27, 2.27, 1.14], [-1.32, 0.51, 0.14], [-1.75, -0.68, 0.54], [-1.63, -0.91, 1.80], [-2.23, -1.72, -0.64], [-1.33, -3.03, -0.61], [-0.24, -2.63, -1.55], [-1.12, -2.18, -2.75], [-2.01, -1.12, -2.06], [-0.13, 3.83, 1.97], [-1.84, 1.77, 1.75], [0.21, 2.10, 2.93], [-0.24, 0.69, 2.87], [0.94, -1.12, 0.91], [3.07, -1.54, -0.03], [4.40, 0.44, -0.97], [3.80, 3.00, -0.12], [2.08, 3.14, 1.79], [-1.32, 0.78, -0.94], [-3.17, -2.01, -0.23], [-1.94, -3.81, -0.93], [-1.30, -3.48, 0.54], [0.55, -1.95, -1.14], [0.34, -3.53, -1.82], [-1.63, -2.97, -3.29], [-0.38, -1.63, -3.52], [-2.99, -1.08, -2.39]], "nbo_charge": [-0.550, 0.781, -0.689, -0.139, -0.429, -0.053, -0.181, -0.234, -0.216, -0.217, -0.209, -0.624, 0.658, -0.700, -0.139, -0.418, -0.445, -0.222, -0.643, 0.480, 0.233, 0.206, 0.266, 0.225, 0.240, 0.223, 0.227, 0.208, 0.463, 0.221, 0.207, 0.243, 0.231, 0.220, 0.197, 0.205, 0.375], "gap_ev": 9.745, "energy_ev": -23927.7326, "homo_energy_ev": -9.2, "relative_energy_kj_mol": 627.22}



Record 2
{"formula": "C3H5O3S", "method": "wB97M-V/def2-TZVPD", "symbols": ["C", "C", "C", "O", "O", "O", "S", "H", "H", "H", "H", "H"], "coordinates": [[1.27, 0.65, -1.24], [-0.01, 1.35, -1.15], [0.02, 0.28, -0.42], [-1.44, -1.98, 1.74], [-1.00, -3.96, 3.12], [-1.42, -4.22, 0.70], [-1.61, -3.44, 1.93], [1.71, 0.03, -2.17], [2.17, 0.98, -0.77], [-0.75, 1.96, -1.52], [-2.93, -3.74, 2.27], [-0.43, -0.64, 0.01]], "nbo_charge": [-0.440, -0.236, -0.141, -1.044, -1.038, -1.034, 2.268, 0.149, 0.165, 0.199, -0.145, 0.296], "gap_ev": 8.685, "energy_ev": -20168.0394, "homo_energy_ev": -5.1, "total_charge": -1, "relative_energy_kj_mol": 295.30}



Record 3
{"formula": "C5H18NO2", "method": "wB97M-V/def2-TZVPD", "symbols": ["C", "C", "C", "C", "C", "N", "H", "H", "H", "H", "H", "H", "H", "H", "H", "H", "H", "H", "H", "H", "H", "H", "O", "H", "H", "O"], "coordinates": [[0.49, 2.25, -0.27], [-0.26, 0.97, -0.56], [-0.60, 0.07, 0.58], [-1.27, -1.31, 0.41], [-2.66, -1.10, -0.27], [0.59, 0.14, -1.55], [0.37, 3.04, -1.02], [0.33, 2.63, 0.75], [1.58, 2.06, -0.29], [-1.23, 1.17, -1.08], [-1.25, 0.68, 1.26], [0.28, -0.21, 1.24], [-1.53, -1.91, 1.28], [-0.62, -1.85, -0.31], [-3.24, -2.01, -0.32], [-2.52, -0.56, -1.19], [-3.29, -0.52, 0.42], [-0.01, -0.27, -2.29], [1.19, 0.83, -2.05], [1.14, -0.50, -0.96], [1.62, -2.98, -0.23], [2.83, -2.08, -0.30], [1.86, -2.04, -0.28], [2.03, 0.55, 2.85], [1.96, 1.93, 2.18], [2.18, 1.01, 2.02]], "nbo_charge": [-0.644, -0.037, -0.464, -0.390, -0.613, -0.721, 0.240, 0.250, 0.224, 0.222, 0.237, 0.252, 0.243, 0.175, 0.232, 0.180, 0.213, 0.444, 0.435, 0.484, 0.503, 0.498, -0.969, 0.484, 0.475, -0.952], "gap_ev": 11.175, "energy_ev": -11055.6182, "homo_energy_ev": -14.2, "total_charge": 1, "relative_energy_kj_mol": 92.76}



Record 4
{"formula": "C21H31N4STi", "method": "wB97M-V/def2-TZVPD", "symbols": ["Ti", "C", "C", "N", "C", "C", "S", "C", "C", "N", "H", "H", "H", "H", "H", "H", "H", "H", "H", "H", "H", "H", "H", "H", "C", "C", "C", "C", "C", "C", "C", "C", "C", "C", "N", "C", "C", "C", "C", "C", "N", "H", "H", "H", "H", "H", "H", "H", "H", "H", "H", "H", "H", "H", "H", "H", "H", "H"], "coordinates": [[0.18, 0.79, -0.63], [-2.42, 0.07, 0.41], [-2.81, 1.31, -0.35], [-1.58, 2.02, -0.86], [-1.65, 2.42, -2.32], [-1.64, 1.23, -3.26], [-0.23, 0.08, -2.99], [-1.04, -1.52, -2.69], [-2.01, -1.43, -1.53], [-1.40, -0.70, -0.37], [-1.95, 0.31, 1.38], [-3.29, -0.56, 0.63], [-3.44, 1.08, -1.21], [-3.39, 1.99, 0.28], [-1.49, 2.89, -0.33], [-2.55, 3.01, -2.48], [-0.80, 3.08, -2.50], [-2.56, 0.64, -3.21], [-1.56, 1.59, -4.29], [-1.52, -1.85, -3.61], [-0.21, -2.21, -2.49], [-2.92, -0.91, -1.82], [-2.31, -2.43, -1.21], [-1.00, -1.40, 0.26], [0.26, 2.37, 1.94], [1.13, 1.52, 2.85], [0.78, 0.06, 2.89], [0.33, -0.53, 4.06], [0.05, -1.89, 4.10], [0.23, -2.69, 2.98], [0.68, -2.15, 1.78], [0.94, -3.05, 0.59], [-0.13, -4.12, 0.37], [0.94, -0.77, 1.77], [1.36, -0.14, 0.53], [2.66, 0.10, 0.23], [2.91, 1.02, -0.76], [4.08, 1.46, -1.40], [3.68, 2.35, -2.40], [2.30, 2.43, -2.35], [1.78, 1.66, -1.36], [0.45, 3.45, 2.04], [-0.80, 2.19, 2.08], [0.53, 2.23, 0.86], [1.03, 1.92, 3.86], [2.19, 1.68, 2.60], [0.21, 0.07, 4.95], [-0.29, -2.34, 5.03], [0.04, -3.75, 3.05], [1.90, -3.54, 0.73], [1.07, -2.45, -0.32], [-0.12, -4.87, 1.15], [-1.15, -3.70, 0.37], [0.02, -4.64, -0.58], [3.45, -0.42, 0.78], [5.09, 1.16, -1.16], [4.32, 2.89, -3.08], [1.66, 3.02, -2.99]], "nbo_charge": [1.937, -0.252, -0.248, -0.722, -0.239, -0.538, 0.374, -0.526, -0.245, -0.738, 0.242, 0.269, 0.230, 0.271, 0.436, 0.270, 0.236, 0.253, 0.300, 0.295, 0.269, 0.223, 0.268, 0.457, -0.512, -0.445, -0.015, -0.174, -0.136, -0.177, -0.022, -0.439, -0.609, 0.032, -0.694, 0.202, -0.010, -0.044, -0.237, 0.113, -0.713, 0.279, 0.223, 0.083, 0.273, 0.235, 0.249, 0.260, 0.248, 0.265, 0.182, 0.249, 0.180, 0.242, 0.278, 0.282, 0.289, 0.240], "gap_ev": 6.104, "energy_ev": -62165.3789, "homo_energy_ev": -17.8, "total_charge": 3}



Record 5
{"formula": "C7H35NO11", "method": "wB97M-V/def2-TZVPD", "symbols": ["C", "C", "C", "N", "C", "C", "C", "C", "H", "H", "H", "H", "H", "H", "H", "H", "H", "H", "H", "H", "H", "O", "H", "H", "O", "H", "H", "O", "H", "H", "O", "H", "H", "O", "H", "H", "O", "H", "H", "O", "H", "H", "O", "H", "H", "O", "H", "H", "O", "H", "H", "O", "H", "H"], "coordinates": [[-2.63, -1.13, -3.50], [-1.98, -0.12, -2.96], [-2.00, 0.35, -1.56], [-0.73, 0.08, -0.84], [0.40, 0.84, -1.13], [1.66, 0.44, -1.09], [2.67, 1.56, -0.95], [3.22, 2.27, -2.19], [-3.35, -1.62, -2.85], [-2.60, -1.34, -4.56], [-1.40, 0.47, -3.65], [-2.80, 0.01, -0.89], [-2.19, 1.43, -1.56], [-0.65, -0.93, -0.76], [0.12, 1.88, -1.18], [1.99, -0.57, -1.03], [2.22, 2.32, -0.35], [3.53, 1.19, -0.40], [3.57, 3.28, -1.99], [2.49, 2.36, -2.98], [4.02, 1.67, -2.60], [0.67, -2.70, 1.40], [-0.17, -2.29, 1.71], [1.06, -2.34, 2.20], [-4.11, 1.32, 2.46], [-4.38, 1.23, 3.36], [-3.63, 0.55, 2.08], [-1.60, 1.88, 4.00], [-2.02, 2.63, 3.68], [-2.30, 1.39, 4.46], [1.44, -3.34, -1.09], [1.27, -2.84, -0.27], [2.32, -3.64, -0.83], [-1.74, -0.02, 1.92], [-1.16, 0.53, 2.49], [-1.67, 0.27, 1.03], [1.23, 0.66, -4.89], [0.83, 1.32, -4.28], [1.28, -0.18, -4.34], [2.19, 1.83, 4.41], [1.82, 2.36, 3.67], [2.90, 1.28, 4.00], [-2.03, -3.23, 1.18], [-1.95, -2.39, 0.75], [-1.13, -3.50, 1.41], [0.96, 2.17, 1.66], [0.18, 2.74, 1.50], [0.95, 1.32, 1.18], [0.09, -2.22, 4.09], [-0.68, -2.73, 4.43], [0.08, -1.46, 4.68], [1.06, -1.50, -3.34], [1.83, -2.13, -3.31], [0.84, -1.41, -2.39]], "nbo_charge": [-0.355, -0.219, -0.266, -0.649, -0.027, -0.276, -0.436, -0.599, 0.188, 0.216, 0.205, 0.201, 0.207, 0.375, 0.191, 0.204, 0.214, 0.205, 0.208, 0.207, 0.206, -0.977, 0.489, 0.502, -0.985, 0.466, 0.507, -0.937, 0.474, 0.470, -0.965, 0.488, 0.463, -0.999, 0.511, 0.482, -0.981, 0.450, 0.500, -0.959, 0.493, 0.464, -0.931, 0.458, 0.475, -0.980, 0.486, 0.498, -0.965, 0.486, 0.485, -0.945, 0.491, 0.487], "gap_ev": 8.580, "energy_ev": -31837.4100, "homo_energy_ev": -8.7, "relative_energy_kj_mol": 166.45}



Record 6
{"formula": "C2H4FNS", "method": "wB97M-V/def2-TZVPD", "symbols": ["C", "C", "H", "H", "H", "H", "N", "F", "S"], "coordinates": [[0.42, -0.51, -0.70], [-0.81, 0.42, -0.70], [1.30, -0.32, 2.96], [1.10, -0.53, -1.46], [-1.78, -0.51, -1.11], [-0.89, 1.15, 0.67], [1.02, -0.74, 0.43], [-0.51, 1.18, -1.93], [0.15, -0.15, 1.85]], "nbo_charge": [-0.005, -0.060, 0.170, 0.213, 0.212, 0.244, -0.500, -0.401, 0.129], "gap_ev": 9.812, "energy_ev": -17176.0127, "homo_energy_ev": -9.7, "relative_energy_kj_mol": 553.18}



Record 7
{"formula": "C27H43BrN2P2Pd", "method": "wB97M-V/def2-TZVPD", "symbols": ["N", "C", "C", "C", "C", "C", "C", "Pd", "P", "C", "C", "C", "C", "C", "C", "C", "Br", "H", "H", "H", "H", "H", "H", "H", "H", "H", "H", "P", "C", "C", "H", "H", "H", "H", "H", "C", "C", "H", "H", "H", "H", "H", "C", "C", "H", "H", "H", "H", "H", "C", "C", "H", "H", "H", "H", "H", "C", "C", "H", "H", "H", "H", "H", "C", "C", "H", "H", "H", "H", "H", "C", "C", "N", "H", "H", "H"], "coordinates": [[-5.40, 3.10, -2.71], [-5.32, 3.46, -1.43], [-4.30, 3.04, -0.58], [-3.25, 2.24, -1.13], [-3.38, 1.84, -2.50], [-4.47, 2.31, -3.22], [-2.06, 1.97, -0.38], [-0.06, 0.11, 0.15], [3.16, -0.38, 0.65], [-0.85, 1.49, -1.02], [0.29, 2.42, -1.03], [1.30, 2.19, -1.99], [2.18, 3.22, -2.29], [2.17, 4.37, -1.47], [1.24, 4.57, -0.44], [0.31, 3.56, -0.19], [3.49, 5.62, -1.74], [-1.98, 2.32, 0.66], [-0.99, 0.93, -1.95], [-4.28, 3.35, 0.47], [-2.63, 1.22, -3.01], [-6.10, 4.12, -1.04], [-4.57, 2.04, -4.28], [1.36, 1.21, -2.46], [-0.41, 3.69, 0.63], [2.92, 3.12, -3.09], [1.23, 5.47, 0.18], [-1.11, -2.13, 0.33], [2.98, 1.41, 0.74], [4.34, 2.11, 0.54], [2.53, 1.68, 1.71], [2.27, 1.73, -0.03], [4.29, 3.15, 0.89], [5.12, 1.59, 1.12], [4.65, 2.12, -0.51], [2.95, -0.94, -1.05], [4.25, -1.52, -1.64], [2.62, -0.07, -1.64], [2.14, -1.68, -1.07], [4.14, -1.65, -2.73], [5.11, -0.86, -1.47], [4.49, -2.51, -1.21], [2.22, -1.20, 1.93], [3.14, -1.78, 3.02], [1.63, -2.01, 1.45], [1.51, -0.47, 2.36], [2.60, -2.52, 3.63], [4.00, -2.29, 2.55], [3.53, -0.99, 3.67], [-0.86, -3.22, 1.81], [-1.56, -4.57, 1.67], [-1.23, -2.68, 2.69], [0.22, -3.36, 1.95], [-2.64, -4.47, 1.73], [-1.31, -5.07, 0.74], [-1.25, -5.25, 2.48], [-0.19, -3.08, -0.94], [-0.53, -2.63, -2.35], [-0.42, -4.14, -0.79], [0.89, -2.96, -0.73], [-1.45, -3.08, -2.72], [-0.65, -1.54, -2.41], [0.26, -2.92, -3.05], [-2.85, -2.58, -0.19], [-4.06, -2.13, 0.61], [-2.88, -3.67, -0.25], [-2.94, -2.19, -1.21], [-4.95, -2.42, 0.03], [-4.16, -2.61, 1.59], [-4.07, -1.04, 0.74], [-0.10, 0.34, 3.92], [-0.91, 0.29, 2.73], [-1.67, 0.15, 1.84], [-0.66, 0.78, 4.76], [0.79, 0.95, 3.76], [0.18, -0.69, 4.22]], "lowdin_spin": [0.097, -0.016, 0.088, 0.017, 0.087, -0.015, 0.294, 0.323, 0.574, -0.003, 0.008, 0.018, 0.001, 0.024, -0.005, 0.024, 0.010, 0.008, -0.002, 0.003, 0.003, -0.002, -0.002, 0.001, 0.001, 0.000, -0.001, 0.030, 0.079, 0.022, 0.001, 0.013, 0.001, 0.005, 0.000, 0.085, 0.022, 0.007, 0.005, 0.000, 0.003, 0.001, 0.094, 0.028, 0.007, 0.010, 0.001, 0.006, 0.001, 0.011, 0.004, 0.000, 0.001, 0.000, 0.000, 0.001, 0.004, -0.001, 0.001, 0.001, 0.000, -0.001, 0.000, 0.001, 0.000, 0.000, 0.000, 0.000, 0.000, 0.000, 0.002, 0.007, 0.014, 0.000, 0.001, 0.001], "gap_ev": [6.005, 4.834], "energy_ev": -123758.1100, "homo_energy_ev": [-12.9, -13.4], "s2": 2.0611, "total_charge": 2, "multiplicity": 3, "relative_energy_kj_mol": 84.79}



Copy entry 3 word for word.
{"formula": "C5H18NO2", "method": "wB97M-V/def2-TZVPD", "symbols": ["C", "C", "C", "C", "C", "N", "H", "H", "H", "H", "H", "H", "H", "H", "H", "H", "H", "H", "H", "H", "H", "H", "O", "H", "H", "O"], "coordinates": [[0.49, 2.25, -0.27], [-0.26, 0.97, -0.56], [-0.60, 0.07, 0.58], [-1.27, -1.31, 0.41], [-2.66, -1.10, -0.27], [0.59, 0.14, -1.55], [0.37, 3.04, -1.02], [0.33, 2.63, 0.75], [1.58, 2.06, -0.29], [-1.23, 1.17, -1.08], [-1.25, 0.68, 1.26], [0.28, -0.21, 1.24], [-1.53, -1.91, 1.28], [-0.62, -1.85, -0.31], [-3.24, -2.01, -0.32], [-2.52, -0.56, -1.19], [-3.29, -0.52, 0.42], [-0.01, -0.27, -2.29], [1.19, 0.83, -2.05], [1.14, -0.50, -0.96], [1.62, -2.98, -0.23], [2.83, -2.08, -0.30], [1.86, -2.04, -0.28], [2.03, 0.55, 2.85], [1.96, 1.93, 2.18], [2.18, 1.01, 2.02]], "nbo_charge": [-0.644, -0.037, -0.464, -0.390, -0.613, -0.721, 0.240, 0.250, 0.224, 0.222, 0.237, 0.252, 0.243, 0.175, 0.232, 0.180, 0.213, 0.444, 0.435, 0.484, 0.503, 0.498, -0.969, 0.484, 0.475, -0.952], "gap_ev": 11.175, "energy_ev": -11055.6182, "homo_energy_ev": -14.2, "total_charge": 1, "relative_energy_kj_mol": 92.76}